1.
A cluster of 2 separate species, C2H8NO2 in total in a non-equilibrium geometry. Source: OMol25; level of theory: ωB97M-V with the def2-TZVPD basis set.

The calculation puts the HOMO energy at -15.3839 eV. For the calculated total energy, the calculation gives -285.967525 a.u. The spin multiplicity is 1. The net charge is +1. The gap between HOMO and LUMO comes out at 12.06 eV.

XYZ file:
```
13
C2H8NO2 (ωB97M-V with the def2-TZVPD basis set)
O -3.0848 -0.6052 -1.2482
O -0.7777 -0.4960 -0.7722
N 0.9710 -0.2245 1.1978
C -1.7815 -0.5423 -1.5093
C 1.8206 0.8781 0.8761
H 0.0862 0.0882 1.7451
H 1.7296 1.2205 -0.2570
H -1.5983 -0.6592 -2.5910
H 2.8046 0.4990 1.0814
H 0.4924 -0.5920 0.3090
H -3.5191 -0.1886 -1.9655
H 1.4609 1.6669 1.4761
H 1.3961 -1.0450 1.6578
```


2.
A cluster of 2 separate species, C17H24ClN5O4S2 in total in a non-equilibrium geometry. Source: OMol25; level of theory: ωB97M-V with the def2-TZVPD basis set.

The calculation puts the HOMO energy at -8.3897 eV. For the calculated total energy, the calculation gives -2493.531072 a.u. The spin multiplicity is 1. The net charge is 0. The gap between HOMO and LUMO comes out at 8.42 eV. As for the SMILES: Nc1nc(-c2ccc(Cl)c(S(N)(=O)=O)c2)cs1.CNC(=O)[C@@H](NC(C)=O)C(C)C.

XYZ file:
```
53
C17H24ClN5O4S2 (ωB97M-V with the def2-TZVPD basis set)
Cl -1.6493 -1.7245 -0.5149
S -1.4629 0.9739 -2.2366
S -1.1158 -1.5231 -9.0517
O -2.7462 1.4388 -1.7127
O 2.5622 3.3540 4.5028
O -0.1704 1.6188 6.0666
O -0.3226 1.1981 -1.3500
N -1.1720 2.0532 -3.4515
N -1.8895 -3.2410 -7.2371
N -2.1566 -4.0853 -9.3152
N 0.9599 0.1659 4.7605
N 3.0730 1.7118 5.9342
C -1.4763 -0.7564 -4.4391
C 2.4969 2.1696 4.8140
C 0.0705 0.4777 5.7064
C -1.0182 -1.0876 -7.3678
C -1.5094 -0.6511 -3.0408
C 1.8065 2.2452 1.6615
C 0.8999 1.7632 2.8064
C 3.8202 2.5458 6.8741
C -1.6180 -3.1581 -4.2863
C 1.7382 1.1347 3.9523
C -1.6515 -3.0564 -2.8898
C -1.4728 -2.1019 -6.5551
C -0.0978 0.7736 2.1783
C -0.6466 -0.6840 6.3519
C -1.5954 -1.8088 -2.2611
C -1.7734 -3.0512 -8.5157
C -1.5186 -2.0053 -5.0826
H 3.1445 3.2706 7.3334
H -1.3792 -0.2954 7.0587
H -1.7449 -4.1186 -10.2412
H 2.9241 0.7445 6.1667
H -0.6352 -0.1357 -7.0216
H 2.3715 1.4108 1.2471
H -0.3114 2.5039 -3.1667
H -0.8653 0.4983 2.9006
H 2.5183 0.5524 3.4649
H 1.0375 -0.8072 4.5151
H -2.2955 -4.9564 -8.8129
H 2.4971 3.0080 2.0176
H 4.2726 1.9303 7.6523
H -0.6016 1.2439 1.3337
H -1.1554 -1.2667 5.5860
H 4.6028 3.0908 6.3419
H 0.0755 -1.3037 6.8797
H -1.7251 -3.9526 -2.2820
H 1.1971 2.6851 0.8713
H -1.9456 2.7023 -3.3812
H 0.4210 -0.1183 1.8281
H -1.6639 -4.1380 -4.7555
H -1.4339 0.1533 -5.0314
H 0.3310 2.6085 3.1942
```


3.
The ion C4H11N5 with charge +2 in a non-equilibrium geometry. Source: OMol25; level of theory: ωB97M-V with the def2-TZVPD basis set.

The calculation puts the HOMO energy at -18.0479 eV. For the calculated total energy, the calculation gives -432.039081 a.u. The spin multiplicity is 1. The net charge is +2. The gap between HOMO and LUMO comes out at 7.87 eV.

XYZ file:
```
20
C4H11N5 (ωB97M-V with the def2-TZVPD basis set)
N 0.3351 -1.7680 -0.2647
N -2.1614 -1.3919 0.2419
N 3.0428 -0.8492 0.0497
N 0.8508 1.8241 -0.2939
N -1.3494 -0.3082 0.0896
C -0.0540 -0.4870 -0.1460
C 2.6072 0.1542 0.5145
C -2.0212 1.0417 0.1881
C 0.9594 0.5517 -0.1069
H -0.3296 -2.4969 -0.4777
H -3.0144 0.7808 0.5340
H 2.8928 1.0143 0.9974
H -1.9210 1.5281 -0.7935
H 1.7373 2.3156 -0.1176
H -1.5329 1.7066 0.9368
H -3.1312 -1.1265 0.5117
H -2.4812 -1.8184 -0.6420
H 1.3468 -1.9655 -0.5523
H 0.1377 2.3613 -0.7402
H 4.0862 -1.0667 0.0712
```